Entry 1:
Entry from OMol25: a molecular structure, C17H18BrN5O8Pd (ωB97M-V/def2-TZVPD).

Geometry (Å):
Pd: -0.430 0.256 -0.548
O: -2.521 -2.679 -2.853
C: -1.695 -2.032 -2.235
O: -1.828 -1.445 -1.098
C: -0.251 -1.925 -2.765
C: 0.494 -3.009 -3.126
C: 1.884 -2.875 -3.302
C: 2.521 -1.689 -3.022
C: 1.762 -0.594 -2.638
C: 0.334 -0.637 -2.625
O: -0.399 0.432 -2.533
N: 2.418 0.557 -2.105
O: 1.789 1.247 -1.286
O: 3.564 0.803 -2.403
N: 2.680 -4.038 -3.659
O: 2.097 -5.090 -3.842
O: 3.884 -3.886 -3.789
H: 0.039 -3.981 -3.249
H: 3.599 -1.617 -3.049
C: 1.891 -1.247 1.366
N: 1.420 -0.554 2.560
C: 2.489 -0.003 3.383
C: 0.156 -0.049 2.570
O: -0.557 0.017 1.545
N: -0.366 0.368 3.752
C: -0.041 -0.215 5.042
C: -1.633 1.093 3.743
H: 2.668 -1.950 1.665
H: 2.311 -0.539 0.649
H: 1.077 -1.806 0.911
H: 3.296 0.339 2.732
H: 2.893 -0.754 4.064
H: 2.136 0.853 3.951
H: 0.821 -0.868 4.986
H: -0.888 -0.810 5.395
H: 0.150 0.574 5.771
H: -1.855 1.428 2.737
H: -1.559 1.952 4.411
H: -2.446 0.447 4.083
Br: -4.594 4.893 -3.047
C: -3.526 3.749 -1.990
C: -2.417 4.253 -1.332
C: -1.661 3.375 -0.576
N: -1.961 2.084 -0.443
C: -3.033 1.609 -1.091
C: -3.848 2.407 -1.875
H: -2.141 5.294 -1.412
H: -0.781 3.721 -0.048
H: -3.239 0.550 -0.980
H: -4.698 1.988 -2.392

Calculated values
HOMO-LUMO gap (alpha / beta) = 6.85 / 6.67 eV
E_LUMO (alpha / beta) = -1.68 / -2.13 eV

---

Entry 2:
Entry from OMol25: 2 unconnected molecules or ions with the total composition C17H18Cl2FN2O (ωB97M-V/def2-TZVPD).

Geometry (Å):
C: 1.077 -2.744 6.758
C: -0.270 -2.023 6.744
N: -0.106 -0.561 6.606
C: -1.198 0.308 6.877
C: -2.059 0.073 7.878
C: -1.415 1.474 5.988
C: -1.001 2.748 6.362
C: -1.168 3.817 5.509
C: -1.751 3.629 4.272
C: -2.172 2.372 3.889
C: -2.005 1.302 4.739
C: 0.855 -0.161 5.565
C: 2.149 -0.962 5.655
O: 1.897 -2.360 5.664
H: 1.627 -2.530 7.680
H: 0.948 -3.831 6.702
H: -0.882 -2.371 5.907
H: -0.825 -2.245 7.660
H: -2.899 0.716 8.036
H: -1.919 -0.741 8.557
H: -0.546 2.886 7.327
H: -0.847 4.800 5.810
H: -1.880 4.465 3.606
H: -2.636 2.228 2.927
H: -2.331 0.320 4.448
H: 0.379 -0.306 4.590
H: 1.056 0.912 5.672
H: 2.810 -0.747 4.806
H: 2.700 -0.713 6.569
Cl: -1.682 1.720 12.634
C: -0.307 0.726 12.875
N: 0.093 -0.147 11.855
F: -0.343 0.070 10.622
C: 1.222 -0.956 12.037
Cl: 1.667 -2.058 10.801
C: 1.945 -0.870 13.192
C: 1.557 0.017 14.200
C: 0.412 0.800 14.034
H: 2.817 -1.489 13.315
H: 2.145 0.104 15.099
H: 0.103 1.486 14.804

Calculated values
HOMO-LUMO gap = 4.39 eV
total charge = +1
E_LUMO = -5.61 eV

---

Entry 3:
Entry from OMol25: a single C17H18Cl2O3 molecule (ωB97M-V/def2-TZVPD).

Geometry (Å):
C: 0.088 1.253 -3.593
O: 0.793 0.352 -2.779
C: 0.084 -0.534 -2.030
C: -1.297 -0.618 -1.989
C: -1.924 -1.574 -1.202
C: -1.170 -2.464 -0.471
C: 0.216 -2.390 -0.497
C: 0.860 -1.422 -1.248
O: 2.209 -1.247 -1.361
C: 3.097 -1.803 -0.419
C: 3.335 -0.904 0.802
C: 2.083 -0.662 1.651
O: 1.441 0.496 1.142
C: 0.105 0.674 1.119
C: -0.906 0.000 1.802
Cl: -0.599 -1.247 2.973
C: -2.244 0.322 1.612
C: -2.633 1.343 0.765
C: -4.080 1.656 0.539
C: -1.640 2.068 0.118
C: -0.315 1.738 0.297
Cl: 0.908 2.651 -0.497
H: -0.558 1.912 -3.004
H: -0.513 0.731 -4.346
H: 0.848 1.852 -4.092
H: -1.900 0.065 -2.566
H: -3.001 -1.619 -1.177
H: -1.647 -3.222 0.131
H: 0.779 -3.110 0.076
H: 4.042 -1.909 -0.961
H: 2.777 -2.800 -0.096
H: 4.105 -1.371 1.417
H: 3.698 0.067 0.462
H: 1.429 -1.532 1.611
H: 2.364 -0.474 2.695
H: -2.987 -0.243 2.154
H: -4.693 1.259 1.343
H: -4.413 1.209 -0.397
H: -4.235 2.731 0.472
H: -1.896 2.894 -0.526

Calculated values
HOMO-LUMO gap = 8.53 eV
E_LUMO = 0.73 eV

---

Entry 4:
Entry from OMol25: a molecular structure, C17H18Co2N3O6 (ωB97M-V/def2-TZVPD).

Geometry (Å):
C: -2.226 1.111 0.682
N: -1.829 -0.261 0.507
C: -2.867 -1.264 0.660
C: -2.475 -2.511 -0.080
C: -1.124 -2.968 0.385
N: -0.171 -1.876 0.414
C: 1.189 -2.356 0.477
C: 2.120 -1.234 0.851
C: 1.722 0.040 0.139
N: 0.399 0.438 0.522
C: -0.493 -0.552 0.486
H: -1.401 1.737 0.338
H: -3.126 1.307 0.090
H: -2.448 1.329 1.736
H: -3.011 -1.493 1.730
H: -3.796 -0.846 0.261
H: -3.197 -3.302 0.123
H: -2.463 -2.340 -1.162
H: -1.191 -3.397 1.402
H: -0.725 -3.747 -0.282
H: 1.236 -3.166 1.214
H: 1.450 -2.781 -0.505
H: 2.065 -1.069 1.934
H: 3.148 -1.510 0.596
H: 2.384 0.870 0.396
H: 1.810 -0.133 -0.953
O: 5.027 6.806 1.248
C: 4.196 6.591 0.478
Co: 2.950 6.347 -0.735
C: 1.847 7.587 -0.116
O: 1.196 8.475 0.241
C: 3.962 7.133 -1.954
O: 4.598 7.703 -2.734
C: 2.722 4.343 -0.258
C: 1.659 3.565 0.176
C: 1.203 2.640 1.070
Co: 1.227 4.631 -1.210
C: -0.168 5.476 -0.498
O: -1.080 6.048 -0.081
C: 0.380 3.457 -2.193
O: -0.206 2.637 -2.765
C: 1.562 5.925 -2.519
O: 1.379 6.405 -3.567
H: 3.753 3.953 -0.252
H: 0.130 2.593 1.261
H: 1.892 2.180 1.793

Calculated values
HOMO-LUMO gap = 5.73 eV
total charge = -1
E_LUMO = 2.35 eV

---

It is found that the relative energy (zero: lowest compared OMol25 entry of this formula, charge and spin) values, taken in the order of the records, are 2.468 2.982 0.020 1.343 eV.
It is found that the energy values, taken in the order of the records, are -4235.98872 -1863.19874 -1804.66864 -4039.75745 hartree.